C3H8N3S | ωB97M-V/def2-TZVPD

Summary:
Charge: +1
2S+1: 1
F_max in Eh/bohr: 0.0848
Molar mass in g/mol: 118.185
Frontier orbital gap in eV: 9.92

```
15
C3H8N3S, DFT ωB97M-V/def2-TZVPD
C -1.15 -0.43 0.52
C 0.73 2.03 -2.01
C -0.51 -3.07 0.69
N -0.29 1.65 1.23
N -0.78 0.46 1.16
N 1.10 1.68 -0.86
S -1.82 -1.88 0.19
H 0.39 1.77 0.35
H 1.37 2.04 -2.89
H -0.22 2.23 -2.26
H -0.08 -2.71 1.65
H 0.26 -3.17 -0.09
H -0.99 -3.94 0.83
H -0.15 1.90 2.21
H 2.15 1.45 -0.72
```